A cluster of 2 separate species, C2HClFN in total at a distorted geometry. Source: the OMol25 dataset; level of theory: wB97M-V/def2-TZVPD.

CARTESIAN COORDINATES (ANGSTROEM)
C  0.191  0.530  0.919
C  -0.346  -0.354  0.085
N  0.628  1.345  1.616
F  1.197  0.037  -2.067
Cl  -1.959  -0.798  0.162
H  0.288  -0.760  -0.714

Computed properties:
energy above the lowest of the compared OMol25 structures with the same formula, charge and spin = 4.101 eV
HOMO energy (spin up / spin down) = -12.94 / -9.75 eV
multiplicity = 1
gap between HOMO and LUMO (spin up / spin down) = 10.18 / 5.45 eV

Löwdin atomic charge list, values in e, 2 entries: number 1, C, carries -0.3076; number 2, C, carries -0.5294

---

A cluster of 2 separate species, C2HClN2O in total at a distorted geometry. Source: the OMol25 dataset; level of theory: wB97M-V/def2-TZVPD.

CARTESIAN COORDINATES (ANGSTROEM)
C  0.730  1.153  0.072
C  -1.161  -0.759  -0.096
N  0.318  2.165  0.425
N  0.937  -0.003  -0.564
O  -1.240  -1.729  0.585
Cl  2.243  -0.993  -0.148
H  -1.828  0.165  -0.274

Computed properties:
energy above the lowest of the compared OMol25 structures with the same formula, charge and spin = 4.408 eV
HOMO energy (spin up / spin down) = -9.27 / -9.27 eV
multiplicity = 1
gap between HOMO and LUMO (spin up / spin down) = 7.38 / 7.39 eV

Löwdin atomic charge list, values in e, 2 entries: number 1, C, carries -0.5428; number 2, C, carries 0.0662

---

The ion C2HClNO with charge +1 at a distorted geometry. Source: the OMol25 dataset; level of theory: wB97M-V/def2-TZVPD.

CARTESIAN COORDINATES (ANGSTROEM)
C  -1.480  -0.139  -0.002
N  -0.353  0.075  0.039
C  1.032  0.278  -0.020
O  1.393  1.436  0.067
Cl  1.967  -1.166  0.044
H  -2.560  -0.483  -0.129

Computed properties:
charge = +1
energy above the lowest of the compared OMol25 structures with the same formula, charge and spin = 0.373 eV
SMILES = C#[N+]C(=O)Cl
HOMO energy = -17.14 eV
multiplicity = 1
gap between HOMO and LUMO = 10.13 eV

Löwdin atomic charge list, values in e, 2 entries: number 1, C, carries 0.3816; number 2, N, carries 0.1929